[1]
13
Properties=species:S:1:pos:R:3 method="wB97M-V/def2-TZVPD" max_force_ev_per_a=1.43 e_homo_ev=-2.20 gap_ev=6.8 charge=-1 relative_energy_ev=0.401 spin_multiplicity=1
C 0.182 2.985 0.395
H -0.197 2.078 -0.080
H 1.266 2.924 0.420
H -0.139 3.746 -0.337
H -0.219 3.178 1.384
C 0.329 -1.156 0.191
O -0.364 -0.029 0.345
C -0.248 -2.196 -0.881
H 1.408 -1.099 -0.110
H 0.361 -1.746 1.146
H -0.826 -1.538 -1.539
H 0.541 -2.656 -1.492
H -0.841 -2.992 -0.426

***

[2]
22
Properties=species:S:1:pos:R:3 method="wB97M-V/def2-TZVPD" max_force_ev_per_a=3.10 e_homo_ev=-8.18 gap_ev=7.1 charge=0 smiles="C=Cc1cccc2c1C(=O)C(Br)=CC2=O" spin_multiplicity=1
C 2.986 -1.039 0.583
C 2.350 -0.589 -0.551
C 1.177 0.323 -0.323
C 1.399 1.675 -0.413
C 0.391 2.574 -0.176
C -0.858 2.102 0.157
C -1.102 0.768 0.214
C -0.089 -0.158 -0.029
C -0.428 -1.613 0.047
O 0.348 -2.480 0.388
C -1.869 -1.940 -0.304
Br -2.336 -3.595 -1.130
C -2.835 -1.072 -0.064
C -2.476 0.243 0.554
O -3.194 0.861 1.311
H 3.975 -0.709 0.900
H 2.413 -1.714 1.221
H 2.683 -0.853 -1.556
H 2.395 2.012 -0.675
H 0.593 3.635 -0.236
H -1.645 2.816 0.376
H -3.879 -1.248 -0.294

***

no.,DFT total energy (Ha)
1,-194.89981
2,-3185.84320